1.
ORCA calculation (ωB97M-V/def2-TZVPD) on the molecule C4H2IPS.

ORCA input file:
```
! RIJCOSX wB97M-V def2-TZVPD def2/J DEFGRID3
* xyz 0 1
I 1.574 2.843 1.771
S 2.393 2.001 -0.438
P -0.008 -1.628 0.881
C -1.637 -1.284 0.375
C 0.828 -0.290 0.255
C -2.770 -1.075 -0.041
C 1.597 0.324 -0.606
H -3.664 -0.972 -0.584
H 1.686 0.081 -1.613
*
```

**E_LUMO**: -0.0512 hartree
**Frontier orbital gap**: 0.2747 hartree
**HOMO energy**: -8.869 eV
**SMILES**: C#CP=C=CSI

2.
ORCA calculation (ωB97M-V/def2-TZVPD) on the molecule C3HF2N.

ORCA input file:
```
! RIJCOSX wB97M-V def2-TZVPD def2/J DEFGRID3
* xyz 0 1
F -0.208 0.361 1.781
F 1.213 -0.236 -1.283
N -2.299 -0.107 -0.868
C 0.633 0.108 0.769
C 0.136 -0.201 -0.459
C -1.161 -0.051 -0.886
H 1.687 0.127 0.945
*
```

**E_LUMO**: -0.0050 hartree
**Frontier orbital gap**: 0.3739 hartree
**HOMO energy**: -10.311 eV
**SMILES**: N#C/C(F)=C\F

3.
ORCA calculation (ωB97M-V/def2-TZVPD) on a 8-piece molecular cluster, C16H36Br12O2S2 overall.

ORCA input file:
```
! RIJCOSX wB97M-V def2-TZVPD def2/J DEFGRID3
* xyz 1 2
Br -4.625 -3.368 -4.150
Br 2.500 5.631 -3.464
Br 1.483 -2.710 4.894
Br 4.472 -0.374 4.013
Br -4.044 -0.637 0.558
Br -5.389 0.805 -3.589
Br 2.611 0.928 -3.291
Br -1.588 -1.494 -3.867
Br -6.206 1.900 5.470
Br -0.718 0.095 5.196
Br 4.182 3.899 1.858
Br -2.234 2.918 3.251
S 2.590 -3.781 -1.698
S 1.067 0.696 -0.239
O 1.190 -3.162 -1.767
O 1.561 -0.124 0.974
C -4.239 2.118 5.149
C 0.391 -1.982 3.468
C 3.132 -3.510 -3.502
C 2.997 2.787 -3.777
C 4.323 1.658 3.696
C 0.166 2.050 0.540
C -1.815 -3.225 -2.920
C -4.966 0.815 -1.668
C 3.705 2.002 2.360
C -3.989 2.039 3.673
C -2.668 -4.025 -3.988
C -0.376 -0.267 -0.829
C -4.467 -0.593 -1.353
C 0.402 -0.453 3.618
C 3.659 -2.514 -0.917
C 2.797 3.830 -2.658
H -2.270 -3.849 -4.987
H 3.250 -1.509 -1.028
H 0.027 -1.052 -1.469
H 0.632 -2.260 2.442
H -2.722 -5.111 -3.909
H 1.894 3.674 -2.069
H 2.624 1.862 2.355
H -2.507 -2.954 -2.123
H -1.090 0.331 -1.395
H 5.337 1.981 3.932
H 2.606 -4.098 -4.254
H 3.766 -2.766 0.138
H -3.630 1.583 5.878
H -0.100 2.831 -0.173
H -3.890 1.005 3.345
H -0.666 -2.223 3.578
H -3.894 3.129 5.368
H -5.944 0.965 -1.212
H 4.212 -3.641 -3.577
H 3.678 3.910 -2.021
H -3.522 -0.711 -1.884
H 3.962 1.481 1.438
H -0.944 -3.763 -2.546
H -5.208 -1.345 -1.624
H -0.988 -0.700 -0.037
H 0.781 2.442 1.349
H -0.799 1.806 0.985
H 1.384 0.014 3.701
H 2.075 2.896 -4.348
H -4.229 1.603 -1.512
H 4.601 -2.574 -1.461
H 3.753 2.236 4.423
H -0.025 -0.028 2.710
H 3.907 2.848 -4.373
H 2.809 -2.507 -3.780
H -4.770 2.542 3.103
*
```

**E_LUMO (spin up / spin down)**: -0.1230 / -0.2938 hartree
**Frontier orbital gap (spin up / spin down)**: 0.3199 / 0.1491 hartree
**HOMO energy (spin up / spin down)**: -12.052 / -12.051 eV

4.
ORCA calculation (ωB97M-V/def2-TZVPD) on a 2-piece molecular cluster, C3H8N2O overall.

ORCA input file:
```
! RIJCOSX wB97M-V def2-TZVPD def2/J DEFGRID3
* xyz 0 1
O 1.561 0.517 -0.877
N -1.051 1.636 -0.518
N -2.230 -0.065 0.706
C -1.398 1.028 0.553
C 2.359 -1.687 -0.458
C 1.560 -0.654 -0.207
H -1.929 -1.012 0.558
H 2.040 -2.708 -0.367
H 3.276 -1.448 -0.988
H 0.695 0.956 -0.799
H 0.612 -0.855 0.303
H -1.083 2.624 -0.277
H -3.203 0.054 0.910
H -1.207 1.615 1.463
*
```

**E_LUMO**: 0.0155 hartree
**Frontier orbital gap**: 0.3296 hartree
**HOMO energy**: -8.547 eV
**SMILES**: [H]/N=C/N.C=CO